Record 1
Density functional theory data (ωB97M-V/def2-TZVPD) for C23H47NO2S2Si2Sr as an isolated structure in a non-equilibrium geometry.

Last column: Löwdin charge in e.
Cartesian coordinates (Å):
1 O -0.45 -1.11 -1.76  -0.27
2 O 0.79 0.69 -3.46  -0.15
3 C 0.18 -2.37 -2.24  -0.23
4 C -0.51 -3.57 -1.63  -0.06
5 H 1.23 -2.32 -1.92  0.11
6 H 0.15 -2.39 -3.35  0.11
7 H -0.58 -3.50 -0.54  0.07
8 H 0.07 -4.47 -1.86  0.08
9 H -1.51 -3.71 -2.07  0.08
10 C -1.72 -0.78 -2.41  -0.23
11 C -1.76 -1.05 -3.90  -0.08
12 H -1.86 0.30 -2.25  0.11
13 H -2.53 -1.31 -1.89  0.11
14 H -1.02 -0.43 -4.44  0.06
15 H -2.75 -0.85 -4.31  0.09
16 H -1.58 -2.10 -4.13  0.07
17 C 0.30 2.14 -3.12  -0.09
18 C 2.23 0.50 -4.06  -0.09
19 C -0.63 2.49 -4.23  -0.05
20 H 1.23 2.73 -3.07  0.13
21 H -0.17 2.05 -2.14  0.12
22 H -0.11 2.49 -5.20  0.07
23 H -1.02 3.50 -4.07  0.10
24 H -1.48 1.80 -4.25  0.08
25 C 2.10 0.83 -5.52  -0.06
26 H 2.47 -0.54 -3.84  0.14
27 H 2.86 1.17 -3.47  0.12
28 H 1.36 0.16 -5.99  0.10
29 H 3.06 0.65 -6.01  0.09
30 H 1.83 1.88 -5.69  0.08
31 H 0.82 0.21 -2.57  0.07
32 Sr -0.03 -0.16 1.21  1.14
33 C 2.00 0.31 -0.86  -0.32
34 Si 3.54 0.55 0.09  0.33
35 H 1.72 -0.64 -1.29  -0.06
36 H 1.74 1.13 -1.52  -0.08
37 C 4.92 -0.52 -0.58  -0.20
38 C 3.36 0.18 1.92  -0.21
39 C 3.94 2.37 -0.13  -0.19
40 C -2.25 -1.46 1.19  -0.45
41 Si -3.54 -0.14 1.07  0.32
42 H -2.17 -1.95 2.18  -0.04
43 H -2.26 -2.26 0.42  -0.05
44 C -4.91 -0.64 -0.11  -0.21
45 C -2.87 1.53 0.47  -0.21
46 C -4.26 0.14 2.79  -0.20
47 H 3.36 2.80 -0.96  0.01
48 H 5.01 2.49 -0.33  0.02
49 H 3.67 2.92 0.78  0.02
50 H 4.78 -1.57 -0.31  0.03
51 H 5.86 -0.16 -0.15  0.02
52 H 4.98 -0.47 -1.68  0.02
53 H 2.77 -0.73 2.14  -0.03
54 H 2.91 1.02 2.48  0.03
55 H 4.38 0.02 2.30  0.04
56 H -3.54 1.89 -0.33  0.03
57 H -1.84 1.52 0.05  -0.03
58 H -2.91 2.27 1.29  0.03
59 H -5.16 0.75 2.74  0.02
60 H -3.53 0.63 3.45  0.02
61 H -4.52 -0.83 3.23  0.03
62 H -5.82 -0.08 0.12  0.02
63 H -5.13 -1.71 -0.01  0.03
64 H -4.65 -0.44 -1.16  0.01
65 S 0.81 -2.60 2.41  0.45
66 C 0.51 -1.69 3.81  -1.16
67 N 0.12 -0.40 3.91  -0.09
68 C -0.03 0.02 5.23  -0.32
69 C -0.44 1.29 5.68  -0.03
70 C -0.57 1.52 7.05  -0.10
71 C -0.31 0.51 7.99  -0.10
72 C 0.10 -0.75 7.55  -0.10
73 C 0.23 -0.99 6.18  -0.49
74 S 0.70 -2.47 5.40  1.00
75 H -0.64 2.08 4.96  0.10
76 H -0.89 2.49 7.43  0.10
77 H -0.42 0.69 9.05  0.10
78 H 0.32 -1.55 8.24  0.10

Output
Spin multiplicity = 1
Net charge = 0
Relative energy (zero: lowest compared OMol25 entry of this formula, charge and spin) = 83.92 kcal per mole

Record 2
Density functional theory data (ωB97M-V/def2-TZVPD) for an isolated ion of composition C3H5N3 and charge +2 in a non-equilibrium geometry.

Last column: natural (NBO) charge in e.
Cartesian coordinates (Å):
1 C 0.29 0.34 -0.50  0.71
2 C 0.68 1.55 1.41  0.27
3 C -0.61 -1.66 -1.70  -0.49
4 N 0.59 1.35 0.13  -0.25
5 N -0.11 -0.68 -0.93  -0.04
6 N -0.06 1.33 2.37  -0.08
7 H 1.67 2.09 1.60  0.37
8 H -0.27 -1.58 -2.75  0.33
9 H -0.42 -2.65 -1.25  0.32
10 H -1.72 -1.61 -1.75  0.37
11 H -0.01 1.51 3.37  0.49

Output
Spin multiplicity = 1
Net charge = +2
Relative energy (zero: lowest compared OMol25 entry of this formula, charge and spin) = 96.14 kcal per mole

Record 3
Density functional theory data (ωB97M-V/def2-TZVPD) for C65H55O5P3PdS4Te as an isolated structure in a non-equilibrium geometry.

Last column: Mulliken spin population.
Cartesian coordinates (Å):
1 Pd 0.38 -0.29 -0.21  0.15
2 O 0.70 0.42 2.70  0.00
3 S 1.31 0.80 1.41  0.03
4 C 1.40 2.60 1.48  0.02
5 C 1.66 3.09 2.74  0.01
6 C 1.83 4.45 3.01  0.00
7 C 1.71 5.34 1.97  0.01
8 C 1.83 6.83 1.92  0.00
9 C 1.53 7.19 0.45  0.00
10 C 1.33 5.89 -0.25  0.01
11 C 1.10 5.58 -1.57  0.00
12 C 0.90 4.24 -1.92  0.02
13 C 0.95 3.21 -1.00  0.05
14 P 0.31 1.62 -1.55  0.15
15 C -0.43 1.68 -3.35  0.07
16 C 0.62 1.19 -4.36  0.03
17 C 0.23 0.96 -5.77  0.49
18 C -1.00 0.62 -6.29  -0.03
19 C -2.17 0.36 -5.62  0.40
20 C -2.46 0.54 -4.18  0.05
21 C -1.67 1.91 -0.89  0.07
22 C -1.65 1.87 0.56  0.04
23 C -2.26 2.82 1.31  0.19
24 C -3.17 3.77 0.75  0.00
25 C -3.40 3.78 -0.57  0.17
26 C -2.59 2.96 -1.49  -0.05
27 C 1.24 3.48 0.37  -0.05
28 C 1.41 4.84 0.69  0.00
29 C 3.04 0.29 1.57  0.01
30 C 4.01 1.26 1.68  0.00
31 C 5.35 0.98 1.96  0.00
32 C 5.70 -0.32 2.21  0.00
33 C 6.99 -0.94 2.63  0.00
34 C 6.72 -2.46 2.65  0.00
35 C 5.27 -2.60 2.29  0.00
36 C 4.47 -3.71 2.14  0.00
37 C 3.15 -3.51 1.72  0.00
38 C 2.60 -2.26 1.47  0.01
39 P 0.85 -2.26 0.99  0.04
40 C 0.20 -2.95 2.55  -0.01
41 C 0.62 -2.34 3.73  0.04
42 C 0.22 -2.85 4.95  -0.01
43 C -0.58 -3.98 5.01  0.00
44 C -0.98 -4.60 3.83  0.00
45 C -0.60 -4.09 2.60  0.01
46 C 0.65 -3.50 -0.32  -0.01
47 C 1.71 -3.97 -1.08  0.02
48 C 1.48 -4.86 -2.11  -0.01
49 C 0.19 -5.29 -2.38  0.00
50 C -0.88 -4.80 -1.64  0.00
51 C -0.65 -3.88 -0.64  0.01
52 C 3.38 -1.09 1.68  0.02
53 C 4.73 -1.33 2.04  0.00
54 H 1.74 2.38 3.55  0.00
55 H 2.06 4.77 4.01  0.00
56 H 2.84 7.14 2.21  0.00
57 H 1.14 7.31 2.61  0.00
58 H 2.33 7.77 -0.01  0.00
59 H 0.63 7.81 0.37  0.00
60 H 1.04 6.34 -2.33  0.00
61 H 0.70 4.01 -2.95  -0.01
62 H 1.45 1.91 -4.42  -0.03
63 H 1.03 1.11 -6.47  -0.01
64 H -1.02 0.52 -7.37  0.01
65 H -3.03 0.08 -6.21  -0.05
66 H -3.25 -0.16 -3.91  -0.03
67 H -1.13 1.07 1.06  0.01
68 H -2.13 2.81 2.39  -0.02
69 H -3.70 4.43 1.42  0.01
70 H -4.13 4.43 -1.02  -0.01
71 H -2.07 3.68 -2.15  0.04
72 H 3.73 2.30 1.54  0.00
73 H 6.07 1.79 2.02  0.00
74 H 7.27 -0.57 3.62  0.00
75 H 7.80 -0.68 1.95  0.00
76 H 6.92 -2.90 3.63  0.00
77 H 7.34 -2.99 1.93  0.00
78 H 4.82 -4.71 2.33  0.00
79 H 2.52 -4.38 1.57  0.00
80 H 1.27 -1.47 3.69  0.01
81 H 0.55 -2.36 5.86  0.00
82 H -0.88 -4.38 5.96  0.00
83 H -1.58 -5.49 3.88  0.00
84 H -0.90 -4.59 1.70  0.00
85 H 2.72 -3.65 -0.85  0.00
86 H 2.30 -5.22 -2.70  0.00
87 H 0.01 -5.99 -3.19  0.00
88 H -1.88 -5.13 -1.86  0.00
89 H -1.48 -3.42 -0.10  0.00
90 O -0.22 -1.30 -1.84  0.08
91 C -0.34 -0.71 -3.04  -0.01
92 C -1.36 0.50 -3.09  0.01
93 C -2.22 0.82 -1.83  0.05
94 C -3.24 1.86 -2.36  0.03
95 C -2.94 1.97 -3.85  0.09
96 S -1.45 2.99 -4.11  0.03
97 C -0.82 -1.78 -3.99  -0.04
98 C -1.90 -2.56 -3.70  0.07
99 C -2.22 -3.48 -4.73  0.01
100 C -1.35 -3.41 -5.76  0.00
101 S -0.13 -2.22 -5.51  0.03
102 C 1.06 -0.01 -3.51  0.01
103 C 1.79 0.70 -2.38  0.08
104 C 2.64 -0.30 -1.67  0.12
105 C 2.98 -1.31 -2.49  0.06
106 S 2.23 -1.29 -4.06  0.42
107 H -2.60 -0.08 -1.33  -0.01
108 H -4.29 1.66 -2.16  0.01
109 H -3.74 2.35 -4.48  0.00
110 H -2.46 -2.46 -2.79  0.01
111 H -3.04 -4.17 -4.69  0.00
112 H -1.32 -3.96 -6.68  0.00
113 H 2.46 1.47 -2.80  0.01
114 H 3.17 -0.08 -0.75  0.08
115 H 3.69 -2.10 -2.30  -0.01
116 C -5.98 0.78 0.97  0.00
117 C -4.93 0.57 2.04  0.02
118 O -3.76 0.06 1.42  0.00
119 P -2.67 -0.87 2.15  -0.03
120 O -1.73 -1.28 1.08  0.01
121 Te -1.64 0.30 4.03  0.95
122 O -3.52 -2.10 2.69  0.00
123 C -3.67 -2.52 4.04  0.04
124 C -4.69 -1.70 4.81  -0.01
125 H -6.89 1.20 1.41  0.00
126 H -6.22 -0.17 0.50  0.00
127 H -5.62 1.47 0.21  0.00
128 H -5.30 -0.13 2.79  0.00
129 H -4.69 1.53 2.53  0.00
130 H -2.69 -2.47 4.55  -0.02
131 H -3.98 -3.57 3.98  0.00
132 H -4.35 -0.67 4.91  0.02
133 H -4.81 -2.11 5.81  0.00
134 H -5.66 -1.73 4.32  0.00

Output
Expectation value of S² = 6.08
Spin multiplicity = 5
Net charge = +2
Relative energy (zero: lowest compared OMol25 entry of this formula, charge and spin) = 61.10 kcal per mole

Record 4
Density functional theory data (ωB97M-V/def2-TZVPD) for C4H7NO as an isolated structure in a non-equilibrium geometry.

Last column: natural (NBO) charge in e.
Cartesian coordinates (Å):
1 C 1.82 0.30 0.45  0.59
2 C -0.04 -1.35 -0.54  -0.27
3 C -0.87 -0.47 0.29  -0.13
4 C -0.92 1.00 -0.06  -0.64
5 N 0.44 -1.00 0.73  -0.48
6 O 2.35 0.25 -0.55  -0.46
7 H 1.80 1.00 1.31  0.16
8 H -0.43 -2.42 -0.59  0.20
9 H 0.41 -0.97 -1.47  0.20
10 H -1.78 -0.71 0.93  0.20
11 H -0.29 1.17 -1.01  0.21
12 H -0.49 1.76 0.65  0.20
13 H -2.01 1.45 -0.15  0.23

Output
Spin multiplicity = 1
Net charge = 0
Relative energy (zero: lowest compared OMol25 entry of this formula, charge and spin) = 96.79 kcal per mole

Record 5
Density functional theory data (ωB97M-V/def2-TZVPD) for one molecule with the formula C4H6O2S in a non-equilibrium geometry.

Last column: natural (NBO) charge in e.
Cartesian coordinates (Å):
1 C -1.34 -1.36 -0.01  -0.29
2 C -0.60 -0.25 0.07  -0.10
3 C 0.89 -0.35 -0.12  0.76
4 C -1.21 1.10 0.09  -0.66
5 O 1.38 -1.47 -0.07  -0.60
6 O 1.53 0.81 -0.06  -0.64
7 S 3.25 0.97 0.14  0.31
8 H -2.37 -1.47 -0.01  0.20
9 H -0.72 -2.13 -0.16  0.21
10 H -0.47 1.79 -0.13  0.23
11 H -1.66 1.35 1.01  0.22
12 H -2.01 1.32 -0.62  0.22
13 H 3.33 -0.32 -0.12  0.13

Output
Spin multiplicity = 1
Net charge = 0
SMILES string = C=C(C)C(=O)OS
Relative energy (zero: lowest compared OMol25 entry of this formula, charge and spin) = 42.18 kcal per mole